Formula: C4H6N2O
Source: the Open Molecules 2025 dataset
Level of theory: ωB97M-V/def2-TZVPD

```
13
Properties=species:S:1:pos:R:3:mulliken_charge:R:1
C -1.58 -0.92 -1.11 -0.76
C 0.56 0.59 -0.87 0.80
C 1.07 0.94 0.91 -0.19
C 1.23 -0.01 1.82 -0.58
N -0.43 0.88 0.03 -0.34
N -0.36 -0.50 -0.43 -0.21
O 1.12 1.02 -1.85 -0.54
H 1.50 1.93 0.92 0.38
H -1.90 -0.22 -1.89 0.30
H -1.38 -1.89 -1.56 0.28
H -2.37 -1.02 -0.36 0.28
H 1.88 0.12 2.67 0.29
H 0.65 -0.92 1.73 0.29
```

Strongest force on any atom = 5.0 eV/A
Net charge = 0
HOMO energy = -8.80 eV
HOMO-LUMO gap = 0.310 Eh
Relative energy (zero: lowest compared OMol25 entry of this formula, charge and spin) = 6.092 eV